1.
ORCA calculation (the ωB97M-V functional and the def2-TZVPD basis) on a molecular structure, C19H46Cl28IN4O6P3Sb.

The geometry in XYZ format:
```
108
C19H46Cl28IN4O6P3Sb (the ωB97M-V functional and the def2-TZVPD basis)
C 0.4595 0.7092 1.8894
C 0.1839 -0.2637 1.0124
Sb 1.6245 -0.6290 -0.6415
C 3.0143 -0.7972 -2.3863
O 2.8118 0.2989 -3.3128
N 3.6361 1.4151 -3.0228
O 4.6908 1.3016 -3.5074
C 1.4053 -2.8140 -0.3276
C 2.4242 -3.8402 -0.8445
N 3.8320 -3.5527 -0.6529
N 2.0995 -5.0844 -0.1168
N 2.2528 -4.1537 -2.2623
P 3.6756 -0.5876 1.0095
P 3.3608 -1.6499 2.8429
O 4.2790 -1.1342 3.8812
O 1.8377 -1.6127 3.3847
O 3.6440 -3.2235 2.5492
P -0.3136 -0.5534 -2.4259
O -1.3754 -1.7823 -1.9939
I -1.5853 1.3625 -1.6106
H 0.2883 0.6260 2.9601
H 0.9588 1.6146 1.5435
H -0.6963 -0.9008 1.0999
H 1.8370 1.1232 -0.7816
H 2.8783 -1.6960 -2.9823
H 4.0459 -0.7766 -2.0186
H 1.2979 -2.9298 0.7567
H 0.4259 -3.0949 -0.7281
H 4.2590 -2.9788 -1.3587
H 4.0900 -3.2906 0.2839
H 2.9106 -5.6898 -0.0927
H 1.8390 -4.8831 0.8373
H 3.0522 -3.8739 -2.8064
H 1.4142 -3.7460 -2.6421
H 3.6902 0.7191 1.5227
H 1.3268 -2.4252 3.3623
H 2.8416 -3.7471 2.4981
H -1.1580 -2.5857 -2.4728
C -3.4157 4.1144 -4.4815
Cl -2.3368 4.7341 -3.2328
Cl -2.6062 2.9391 -5.5313
H -4.2521 3.6249 -3.9998
H -3.7530 4.9423 -5.0919
C -1.4135 8.1647 -2.0390
Cl -0.6261 6.9947 -0.9943
Cl -2.9358 8.7791 -1.3545
H -0.7480 9.0085 -2.1767
H -1.6362 7.6897 -2.9872
C 0.5355 -3.8637 6.0172
Cl 0.7750 -4.6198 4.4324
Cl -1.1192 -3.2909 6.2307
H 0.7495 -4.6047 6.7766
H 1.2126 -3.0204 6.0913
C -5.5364 6.1227 -1.0025
Cl -6.1001 5.1842 -2.3949
Cl -4.6470 5.1644 0.1859
H -4.8707 6.8958 -1.3655
H -6.4041 6.5547 -0.5198
C -2.0098 5.2151 -8.2756
Cl -0.7494 6.2761 -8.9183
Cl -3.3846 6.1321 -7.6365
H -2.3689 4.5828 -9.0774
H -1.5936 4.6230 -7.4714
C 1.9237 8.1438 2.0372
Cl 1.8157 6.4445 1.5715
Cl 1.1876 9.2236 0.8343
H 1.4007 8.2738 2.9765
H 2.9655 8.4065 2.1429
C -6.9729 2.2108 1.7622
Cl -6.0019 1.1068 2.7436
Cl -8.4285 2.7405 2.6230
H -6.3759 3.0842 1.5299
H -7.2759 1.7025 0.8555
C 5.5876 8.3092 3.9381
Cl 5.6664 7.6539 2.3036
Cl 4.0445 9.1329 4.2226
H 5.6764 7.5004 4.6526
H 6.3886 9.0266 4.0652
C 5.5536 4.9707 -0.6131
Cl 4.7608 6.5550 -0.6413
Cl 5.0715 4.0086 0.7843
H 5.2760 4.4378 -1.5116
H 6.6242 5.1282 -0.5703
C -6.5051 -2.9149 2.9834
Cl -6.3787 -4.6828 3.0908
Cl -6.7577 -2.3501 1.3318
H -7.3569 -2.6081 3.5768
H -5.5907 -2.4804 3.3681
C -1.9170 -6.2491 1.9552
Cl -0.4656 -5.8502 1.0330
Cl -2.8061 -4.7945 2.4381
H -2.5658 -6.8525 1.3323
H -1.6318 -6.7893 2.8504
C 4.5468 -8.7961 -0.3210
Cl 4.6171 -7.3608 0.6994
Cl 3.5659 -10.0882 0.3906
H 4.1062 -8.5166 -1.2701
H 5.5535 -9.1705 -0.4566
C -4.9066 -7.3934 5.0048
Cl -3.8908 -6.5459 6.1742
Cl -4.0260 -8.6652 4.1437
H -5.7246 -7.8560 5.5426
H -5.2801 -6.6746 4.2819
C -0.8205 -4.9936 -5.5533
Cl -0.8243 -3.8125 -4.2354
Cl 0.8074 -5.3351 -6.1427
H -1.2562 -5.9142 -5.1864
H -1.4042 -4.5820 -6.3667
```

The total charge is -1. The calculation puts the HOMO-LUMO gap at 5.7 eV. The calculation puts the max |F| at 1.6 eV/Å. Its multiplicity is 1.

Atom charges from the Löwdin analysis, given in e for atoms 1 to 5: C -0.18; C -0.43; Sb 0.88; C -0.42; O -0.27

---

2.
ORCA calculation (the ωB97M-V functional and the def2-TZVPD basis) on a molecular structure, C19H47AlBrClN2OP.

The geometry in XYZ format:
```
73
C19H47AlBrClN2OP (the ωB97M-V functional and the def2-TZVPD basis)
C 2.4107 -1.1547 0.3163
C 0.8954 -1.1578 0.0693
P 0.3584 0.1130 -1.1945
C 0.9470 1.7089 -0.4061
C 0.8204 1.9003 1.1112
Al -2.0236 0.1871 -1.1227
O -2.5974 -0.7617 -2.4749
Br -2.6823 2.4464 -1.5341
C -2.9546 -0.3898 0.5585
C -2.2915 0.0001 1.8608
C -2.8463 1.2790 2.4649
Cl -2.3847 -1.3441 3.1350
H 2.6612 -1.4114 1.3497
H 2.8559 -0.1742 0.1221
H 2.9266 -1.8627 -0.3365
H 0.3603 -1.0897 1.0204
H 0.5925 -2.1151 -0.3663
H 1.9838 1.8665 -0.7174
H 0.3675 2.4735 -0.9326
H 1.7712 2.1977 1.5648
H 0.0863 2.6689 1.3667
H 0.5142 0.9846 1.6236
H -3.3181 -0.3349 -2.9499
H -3.0865 -1.4725 0.4766
H -3.9647 0.0407 0.5410
H -1.2138 0.1124 1.7447
H -3.9367 1.2920 2.4014
H -2.4712 2.1287 1.8867
H -2.5481 1.3993 3.5063
C -4.0916 -8.1479 -3.0782
C -3.1751 -6.9423 -2.9359
N -3.6484 -5.7832 -3.6704
C -2.6460 -4.7275 -3.7955
C -2.1741 -4.0324 -2.5199
C -4.9942 -5.3347 -3.3355
C -5.2963 -5.0106 -1.8676
H -4.2680 -8.3722 -4.1317
H -3.6358 -9.0202 -2.6064
H -5.0579 -7.9840 -2.5989
H -2.1913 -7.1888 -3.3469
H -3.0125 -6.7445 -1.8645
H -3.0539 -3.9766 -4.4774
H -1.7850 -5.1730 -4.3042
H -2.9195 -3.3492 -2.1196
H -1.3030 -3.4136 -2.7406
H -1.8940 -4.7504 -1.7458
H -5.6980 -6.1012 -3.6718
H -5.1891 -4.4525 -3.9502
H -4.9284 -5.7957 -1.2038
H -6.3761 -4.9373 -1.7212
H -4.8482 -4.0720 -1.5483
C 4.8876 2.8451 1.8704
C 5.4862 4.2131 2.1480
N 4.8074 5.2745 1.4231
C 5.4968 6.5500 1.4686
C 5.6106 7.2567 2.8253
C 3.3564 5.3188 1.5607
C 2.7827 5.4194 2.9782
H 4.8383 2.6559 0.7970
H 5.4887 2.0624 2.3346
H 3.8773 2.7618 2.2718
H 6.5306 4.2325 1.8204
H 5.5056 4.3751 3.2388
H 4.9984 7.2167 0.7591
H 6.5066 6.3811 1.0806
H 4.6567 7.6693 3.1518
H 6.3244 8.0804 2.7547
H 5.9659 6.5759 3.6005
H 2.9442 4.4261 1.0859
H 3.0094 6.1634 0.9602
H 3.2638 4.7060 3.6503
H 1.7177 5.1820 2.9599
H 2.8991 6.4134 3.4092
```

The total charge is -1. The calculation puts the HOMO-LUMO gap at 6.8 eV. The calculation puts the max |F| at 0.4 eV/Å. Its multiplicity is 1.

Atom charges from the Löwdin analysis, given in e for atoms 1 to 5: C -0.18; C -0.51; P 0.82; C -0.52; C -0.15

---

- What is the formula in the first record?
  C19H46Cl28IN4O6P3Sb

---

- Look up the multiplicity of the second one.
  1